(w)
Computed, not measured: a cluster of 2 separate species, C4H10NS2 in total, with ωB97M-V/def2-TZVPD.

```
! RIJCOSX wB97M-V def2-TZVPD def2/J DEFGRID3
* xyz 1 1
C -0.91 -1.55 1.22
C -1.95 0.91 -0.25
C -0.46 -0.31 0.93
C -0.43 0.23 -0.38
N 0.43 1.31 -0.61
S -0.82 -2.34 2.77
S 2.67 -1.74 0.47
H -1.44 -2.25 0.52
H -2.03 1.44 0.63
H -1.91 1.60 -1.16
H -2.85 0.26 -0.32
H 0.00 0.44 1.65
H -0.45 -0.54 -1.34
H 3.54 -0.81 -0.07
H 0.31 1.74 -1.60
H 0.65 2.00 0.04
H 3.68 -2.30 1.10
*
```

Computed properties:
Molar mass (g/mol): 136.3
HOMO level (alpha / beta) (Ha): -0.4775 / -0.4779
LUMO (alpha / beta) (eV): -7.68 / -7.29

(x)
Computed, not measured: the ion C4H10NS2 with charge +1, with ωB97M-V/def2-TZVPD.

```
! RIJCOSX wB97M-V def2-TZVPD def2/J DEFGRID3
* xyz 1 1
C 0.98 0.17 -0.49
C 2.75 0.03 0.65
C -0.92 1.56 -0.23
C -1.37 -0.70 0.26
N -0.27 0.27 0.22
S 2.13 1.52 -0.06
S 4.21 -0.56 -0.21
H 1.10 -0.39 -1.48
H 2.62 -0.30 1.78
H -0.24 2.33 -0.21
H -1.37 1.36 -1.28
H -1.73 1.75 0.53
H -0.82 -1.66 0.08
H -1.84 -0.76 1.31
H -2.10 -0.50 -0.53
H 0.00 0.58 1.16
H 4.52 -1.71 0.52
*
```

Computed properties:
Molar mass (g/mol): 136.3
HOMO level (Ha): -0.4565
LUMO (eV): -3.78

Most stable to least stable, the ends of the list are (x) and (w).

(w)
Computed, not measured: a cluster of 7 separate species, C13H40O7 in total, with ωB97M-V/def2-TZVPD.

```
! RIJCOSX wB97M-V def2-TZVPD def2/J DEFGRID3
* xyz 0 1
C -3.09 -2.53 1.29
C -1.89 -3.00 2.14
C -1.24 -4.25 1.59
O -0.99 -1.99 2.31
H -3.62 -1.69 1.75
H -3.80 -3.34 1.12
H -2.81 -2.05 0.35
H -2.40 -3.15 3.10
H -0.23 -4.49 1.90
H -1.13 -4.31 0.51
H -1.91 -5.03 1.98
H -0.13 -2.33 2.58
C 3.79 1.62 1.60
C 4.26 1.04 0.21
C 5.67 1.39 -0.15
O 4.23 -0.36 0.25
H 4.52 1.46 2.39
H 2.97 1.01 1.99
H 3.44 2.65 1.59
H 3.56 1.37 -0.56
H 6.03 0.84 -1.02
H 6.40 1.03 0.57
H 5.79 2.46 -0.32
H 3.99 -0.57 1.15
C 0.90 0.89 -1.09
C -0.31 0.09 -1.56
C -0.09 -1.25 -2.10
O -1.17 0.03 -0.45
H 0.77 1.93 -0.83
H 1.68 0.89 -1.85
H 1.29 0.36 -0.22
H -0.63 0.78 -2.34
H -0.97 -1.79 -2.44
H 0.31 -1.96 -1.37
H 0.59 -1.27 -2.96
H -0.86 -0.55 0.25
C -3.63 1.64 2.08
O -2.41 1.76 1.41
H -4.47 1.75 1.39
H -3.61 0.64 2.52
H -3.79 2.46 2.79
H -2.30 0.97 0.89
C 0.43 1.31 3.14
O 1.46 1.64 4.02
H 0.75 1.16 2.11
H -0.11 0.41 3.43
H -0.36 2.06 3.11
H 1.63 2.59 4.08
C -0.79 4.61 -2.37
O 0.42 5.16 -1.91
H -1.70 5.10 -2.01
H -0.76 4.61 -3.46
H -0.83 3.56 -2.10
H 0.89 5.31 -2.73
C -2.24 -3.80 -4.61
O -1.89 -2.51 -5.00
H -2.80 -4.29 -5.40
H -1.37 -4.42 -4.37
H -2.96 -3.76 -3.79
H -2.50 -1.89 -4.59
*
```

Computed properties:
Molar mass (g/mol): 308.5
SMILES: CC(C)O.CC(C)O.CC(C)O.CO.CO.CO.CO
HOMO level (Ha): -0.3584
LUMO (eV): 0.50

(x)
Computed, not measured: a cluster of 7 separate species, C13H40O7 in total, with ωB97M-V/def2-TZVPD.

```
! RIJCOSX wB97M-V def2-TZVPD def2/J DEFGRID3
* xyz 0 1
C -7.84 21.24 -12.44
C -6.84 20.77 -13.44
C -5.68 19.95 -12.76
O -7.44 19.81 -14.19
H -7.28 21.88 -11.74
H -8.14 20.45 -11.76
H -8.66 21.78 -12.91
H -6.38 21.59 -14.00
H -4.86 19.77 -13.45
H -6.13 19.14 -12.18
H -5.28 20.64 -12.02
H -8.23 20.14 -14.63
C -4.85 16.76 -20.06
C -5.77 15.57 -20.34
C -6.96 15.54 -19.34
O -6.40 15.64 -21.62
H -4.34 16.59 -19.12
H -5.31 17.75 -20.07
H -4.11 16.66 -20.86
H -5.10 14.73 -20.16
H -7.59 16.38 -19.65
H -6.64 15.73 -18.31
H -7.55 14.64 -19.47
H -6.57 16.58 -21.69
C -4.24 9.42 -6.71
C -3.96 10.92 -6.42
C -2.51 11.24 -5.89
O -4.07 11.74 -7.61
H -5.01 9.17 -7.44
H -4.41 8.95 -5.74
H -3.34 8.93 -7.09
H -4.66 11.30 -5.67
H -2.40 10.87 -4.87
H -2.34 12.31 -5.84
H -1.65 10.79 -6.39
H -3.82 11.19 -8.36
C -7.71 13.75 -12.70
O -8.65 14.75 -12.84
H -6.84 14.12 -12.15
H -8.07 12.93 -12.08
H -7.38 13.36 -13.66
H -8.22 15.61 -12.88
C -4.45 7.91 -13.87
O -4.73 8.91 -12.83
H -5.35 7.50 -14.32
H -3.84 8.20 -14.72
H -3.99 6.99 -13.49
H -5.60 8.73 -12.48
C -7.80 17.31 -6.97
O -6.56 16.87 -6.32
H -7.51 17.08 -7.99
H -8.61 16.76 -6.50
H -7.92 18.33 -6.60
H -6.34 16.00 -6.64
C -10.17 8.41 -9.49
O -9.30 7.69 -10.29
H -11.09 8.68 -10.02
H -10.42 7.91 -8.56
H -9.78 9.40 -9.27
H -9.83 7.02 -10.73
*
```

Computed properties:
Molar mass (g/mol): 308.5
SMILES: CC(C)O.CC(C)O.CC(C)O.CO.CO.CO.CO
HOMO level (Ha): -0.3688
LUMO (eV): 0.36

Most stable to least stable, the ends of the list are (w) and (x).

(w)
Computed, not measured: a structure of composition C5H9NO3, with ωB97M-V/def2-TZVPD.

```
! RIJCOSX wB97M-V def2-TZVPD def2/J DEFGRID3
* xyz 0 1
C -1.24 -0.60 0.28
C -1.47 -1.34 -0.99
C 1.16 0.38 0.03
C -0.81 0.69 0.33
N 1.78 1.16 0.98
C -1.16 1.96 0.38
O 0.98 -1.06 0.57
O 1.87 -1.97 -0.08
O 1.40 0.47 -1.17
H 1.89 -1.60 -0.99
H -1.46 -1.11 1.21
H 1.75 0.83 1.94
H 2.52 1.75 0.66
H -1.19 -2.39 -0.88
H -2.54 -1.30 -1.22
H -0.89 -0.89 -1.79
H -2.19 2.28 0.40
H -0.40 2.73 0.32
*
```

Computed properties:
Molar mass (g/mol): 131.1
HOMO level (Ha): -0.3283
LUMO (eV): -0.12

(x)
Computed, not measured: the molecule C5H9NO3, with ωB97M-V/def2-TZVPD.

```
! RIJCOSX wB97M-V def2-TZVPD def2/J DEFGRID3
* xyz 0 1
C 1.37 -1.42 -0.75
C 0.73 -0.08 -1.12
C 0.01 1.57 0.47
C -0.26 0.75 1.68
C -1.74 -0.54 -0.57
H 0.96 -1.74 0.24
H 1.14 -2.26 -1.41
H 2.49 -1.32 -0.70
H 1.21 0.24 -2.04
H 0.52 2.54 0.60
H -0.88 1.61 -0.15
H -1.17 1.04 2.15
H 0.46 0.70 2.50
H -2.69 -0.60 -1.25
N -1.89 -0.55 0.66
O 1.05 0.86 -0.22
O -0.59 -0.55 1.22
O -0.73 -0.23 -1.31
*
```

Computed properties:
Molar mass (g/mol): 131.1
SMILES: C[C@H]1O/C=N\OCCO1
HOMO level (Ha): -0.3532
LUMO (eV): 0.94

(y)
Computed, not measured: the molecule C5H9NO3, with ωB97M-V/def2-TZVPD.

```
! RIJCOSX wB97M-V def2-TZVPD def2/J DEFGRID3
* xyz 0 1
C -1.90 -0.43 -1.32
C 0.99 0.41 -0.92
N 1.24 1.73 -1.08
O -1.08 0.51 -0.60
O 1.42 -0.51 -1.52
H 2.11 1.97 -1.53
H 0.79 2.35 -0.43
H -1.35 -1.37 -1.40
H -2.08 -0.01 -2.31
H -2.84 -0.56 -0.79
C 1.44 -0.95 1.34
O 0.76 0.15 0.74
C -0.98 0.22 0.78
C -1.78 0.14 1.74
H 1.63 -1.74 0.61
H 0.83 -1.37 2.14
H 2.39 -0.61 1.75
H -1.58 0.04 2.80
*
```

Computed properties:
Molar mass (g/mol): 131.1
HOMO level (Ha): -0.2864
LUMO (eV): 0.56

(z)
Computed, not measured: a cluster of 2 separate species, C5H9NO3 in total, with ωB97M-V/def2-TZVPD.

```
! RIJCOSX wB97M-V def2-TZVPD def2/J DEFGRID3
* xyz 0 1
C 0.62 -0.63 -2.73
C -1.29 -0.66 0.50
C -0.67 1.76 0.61
C 1.11 0.00 0.46
C -0.26 0.39 0.96
N 1.38 -1.38 0.81
O 1.21 0.27 -3.13
O 0.00 -1.58 -2.52
O 1.97 -2.08 0.01
H -0.72 -1.69 0.83
H -2.25 -0.78 0.96
H -1.46 -0.68 -0.59
H -0.45 2.66 1.27
H -0.39 1.93 -0.42
H -1.80 1.56 0.57
H 1.89 0.61 1.01
H 1.19 0.12 -0.60
H -0.09 0.18 2.00
*
```

Computed properties:
Molar mass (g/mol): 131.1
SMILES: CC(C)CN=O.O=C=O
HOMO level (Ha): -0.3392
LUMO (eV): -0.12

Most stable to least stable, the ends of the list are (z) and (w).

(w)
Computed, not measured: a cluster of 2 separate species, C2H8N2O2 in total, with ωB97M-V/def2-TZVPD.

```
! RIJCOSX wB97M-V def2-TZVPD def2/J DEFGRID3
* xyz 0 1
N 1.29 0.29 0.51
C 0.40 0.51 1.73
N -0.28 1.80 1.82
H 1.98 0.97 0.34
H 0.91 0.00 -0.39
H 0.93 0.28 2.64
H -0.39 -0.29 1.57
H -1.21 1.73 1.31
H 0.37 2.50 1.30
O -0.55 -0.07 -1.67
C -0.68 -1.30 -1.91
O -1.43 -1.73 -2.93
H -0.23 -2.07 -1.27
H -1.11 -2.64 -3.07
*
```

Computed properties:
Molar mass (g/mol): 92.1
SMILES: O=CO.NCN
HOMO level (Ha): -0.3101
LUMO (eV): 0.26

(x)
Computed, not measured: a cluster of 2 separate species, C2H8N2O2 in total, with ωB97M-V/def2-TZVPD.

```
! RIJCOSX wB97M-V def2-TZVPD def2/J DEFGRID3
* xyz 0 1
C -2.08 0.44 -0.15
C 2.03 1.02 -0.04
N 0.08 -1.87 0.24
N 0.65 -0.77 0.63
O -1.06 0.95 0.53
O 1.51 -0.32 -0.34
H -2.92 0.15 0.55
H -1.74 -0.39 -0.87
H -2.47 1.15 -0.83
H 2.22 1.04 1.10
H 1.23 1.72 -0.28
H 3.00 1.21 -0.44
H 0.10 -1.84 -0.82
H -0.55 -2.48 0.73
*
```

Computed properties:
Molar mass (g/mol): 92.1
HOMO level (alpha / beta) (Ha): -0.3332 / -0.2672
LUMO (alpha / beta) (eV): 0.83 / -0.44

Most stable to least stable, the ends of the list are (w) and (x).